1.
DFT (ωB97M-V/def2-TZVPD) results for a single C21H24O5 molecule.

Geometry as XYZ:
```
50
Properties=species:S:1:pos:R:3:lowdin_charge:R:1
H -2.791 0.253 -2.017 0.11
H 4.939 0.473 -1.592 0.12
C -0.401 -1.603 0.918 0.03
C 0.058 1.689 -0.863 -0.26
C -3.708 -2.339 -0.439 0.01
C -2.671 1.522 -0.307 -0.15
C 2.013 -1.942 -0.383 -0.01
C -1.832 2.294 0.494 -0.02
C 3.687 2.101 -0.960 -0.15
H 4.422 2.596 -0.323 0.12
H -4.442 -1.705 -0.907 0.04
O -4.902 0.813 -0.733 0.09
H -0.351 0.386 -2.502 0.12
H 3.203 0.132 -1.640 0.10
H 3.749 2.535 -1.960 0.12
C 2.295 2.376 -0.395 -0.19
H -1.355 -1.477 1.405 0.12
H -0.697 -0.636 3.543 0.10
H -2.301 -2.210 -1.977 0.10
H 4.544 -1.091 0.169 0.12
O -4.502 2.033 1.090 0.10
C 3.995 0.607 -1.061 -0.17
H -1.395 0.567 2.420 0.08
H 4.790 0.485 0.948 0.13
H 2.219 1.999 0.630 0.12
C 0.927 -2.745 -0.704 -0.04
H 2.947 -2.102 -0.899 0.11
O 0.635 0.196 2.192 -0.08
C 1.906 -0.969 0.593 -0.19
O 2.912 -0.152 1.025 -0.05
H 2.103 3.458 -0.398 0.13
C -4.110 1.407 -0.039 -0.49
H -5.459 1.922 1.199 0.13
C -0.281 -2.592 -0.055 -0.24
H 1.042 -3.502 -1.466 0.11
H -3.970 -2.735 0.530 0.06
H 0.145 2.987 0.856 0.11
C -2.129 0.839 -1.399 -0.01
H -0.293 1.090 3.718 0.10
H -1.176 -4.245 -1.068 0.11
C 0.667 -0.793 1.249 -0.19
C -1.475 -3.452 -0.380 -0.16
O 1.354 1.714 -1.225 -0.03
C -0.482 2.383 0.220 0.00
C -2.550 -2.616 -1.007 -0.19
C -0.508 0.297 3.003 -0.08
H -2.248 2.836 1.330 0.12
C 4.119 -0.087 0.300 -0.18
H -1.856 -3.912 0.536 0.12
C -0.786 0.915 -1.669 0.02
```

Results
Highest occupied orbital energy in eV: -7.9
Total charge: 0
LUMO energy in eV: 0.71
SMILES: C=CCc1ccc(OCCCCOc2ccc(C(=O)O)cc2)c(OC)c1
Gap between HOMO and LUMO in eV: 8.656


2.
DFT (ωB97M-V/def2-TZVPD) results for 2 unconnected molecules or ions with the total composition C21H24O7.

Geometry as XYZ:
```
52
Properties=species:S:1:pos:R:3:lowdin_charge:R:1
H -1.959 3.800 -0.231 0.13
O -3.591 0.045 2.234 -0.08
C -1.182 0.102 2.195 -0.14
H 1.370 5.222 -2.862 0.09
C 2.213 -2.618 -1.567 0.00
O -1.114 -1.283 2.091 -0.15
H 1.203 0.675 -2.322 0.10
C 1.661 -3.897 -1.763 -0.20
C 2.333 0.836 2.141 -0.11
C 0.267 -4.031 -1.630 0.01
O 0.149 2.033 2.272 0.06
C -4.708 0.875 2.331 -0.09
H -1.866 -3.050 2.765 0.09
C 1.416 -1.535 -1.315 0.00
H -1.852 -0.812 -0.687 0.13
H 1.874 -0.594 -1.070 0.11
H 2.228 1.705 1.487 0.08
C -1.272 3.102 -0.674 0.04
C -2.451 0.798 2.319 -0.49
H 4.220 -5.806 -2.534 0.10
H -1.280 -1.926 4.016 0.09
H 3.948 -4.134 -3.054 0.10
O 1.200 0.045 2.020 -0.05
C 3.773 -4.851 -2.253 -0.09
C -0.118 3.614 -1.294 -0.19
H -2.389 1.390 -0.114 0.12
H -5.590 0.337 1.981 0.09
H -2.829 -1.598 3.171 0.07
H -1.598 -3.080 -1.275 0.12
H 1.626 3.052 -2.421 0.10
H 4.236 -4.503 -1.329 0.10
O 2.390 -5.045 -2.065 -0.07
C -1.822 -2.003 3.072 -0.09
H -0.156 -5.015 -1.740 0.12
C 0.772 2.693 -1.875 0.00
C 0.010 -1.654 -1.252 -0.18
H -4.835 1.172 3.373 0.10
O 0.043 4.997 -1.302 -0.06
H 2.098 5.014 -1.242 0.10
C -1.506 1.758 -0.607 0.01
H 3.206 0.242 1.864 0.09
H -4.544 1.767 1.721 0.09
H 1.314 6.542 -1.675 0.10
C -0.583 0.825 -1.130 -0.19
H 3.280 -2.492 -1.585 0.11
C -0.856 -0.559 -1.012 0.12
O -2.505 2.011 2.465 0.05
C -0.533 -2.953 -1.375 0.01
H 2.404 1.163 3.181 0.10
C 0.549 1.347 -1.797 -0.01
C 0.080 0.818 2.156 -0.47
C 1.277 5.460 -1.802 -0.09
```

Results
Highest occupied orbital energy in eV: -5.9
Total charge: 0
LUMO energy in eV: -2.24
Gap between HOMO and LUMO in eV: 3.657


3.
DFT (ωB97M-V/def2-TZVPD) results for a molecular structure, C21H24O7Se2W.

Geometry as XYZ:
```
55
Properties=species:S:1:pos:R:3:lowdin_charge:R:1
O -2.707 3.038 0.600 0.23
O 0.308 -0.065 1.962 -0.27
H -1.373 0.463 4.513 0.12
H -0.288 -0.874 4.880 0.12
C 3.423 -0.258 -4.042 -0.20
C -1.635 -1.870 1.013 -0.22
W 0.108 0.259 0.000 1.39
C -3.306 -3.022 2.937 0.04
H 0.788 6.231 -1.153 0.13
C -0.354 3.454 0.383 -0.20
C -1.595 2.649 0.549 -0.47
O -1.282 1.292 0.585 -0.26
C -3.318 -3.487 1.600 -0.24
H 2.938 5.302 -0.379 0.12
C 2.046 3.611 0.585 -0.06
H -2.449 -1.689 4.327 0.13
H 1.630 -2.054 -3.537 0.15
C -0.454 -0.037 4.200 0.04
H -5.732 -4.497 2.438 0.11
Se 2.485 0.002 0.142 0.83
O 0.771 -1.517 -1.742 -0.23
H 1.684 1.651 -3.793 0.09
H 4.174 0.145 -1.671 0.09
C -2.478 -2.881 0.650 0.11
H 0.859 2.187 1.647 0.09
C 1.273 0.717 -3.416 -0.36
H 4.627 1.017 -4.918 0.12
H 0.380 0.654 4.282 0.10
Se -0.124 1.327 -2.115 0.92
H -2.521 -3.217 -0.378 0.15
H -5.418 -5.934 1.448 0.11
H -1.336 5.029 -0.673 0.14
H 2.984 3.241 0.978 0.12
H 4.161 -1.031 -3.794 0.15
H 3.122 1.557 -1.762 0.08
C 0.862 2.934 0.860 -0.14
H 0.714 0.225 -4.210 0.09
C -0.386 4.645 -0.322 0.01
C -4.958 -5.156 2.047 0.00
O -0.844 -1.305 0.078 -0.23
C -2.453 -2.025 3.299 0.04
O 4.017 1.013 -4.174 -0.03
H -3.968 -3.458 3.671 0.13
C 3.136 0.471 -1.700 -0.39
C -0.576 -0.511 2.795 -0.28
C 2.401 -0.161 -2.885 -0.56
H 0.353 -2.383 -1.763 0.12
H -4.397 -5.610 2.863 0.11
O -4.080 -4.449 1.157 0.00
C 0.804 5.305 -0.596 -0.01
C 1.921 -1.573 -2.601 -0.17
C -1.561 -1.422 2.375 -0.09
H 2.901 -0.558 -4.958 0.14
C 2.016 4.780 -0.162 -0.03
H 2.710 -2.154 -2.119 0.14
```

Results
Highest occupied orbital energy in eV: -14.7
Total charge: +2
LUMO energy in eV: -8.51
Gap between HOMO and LUMO in eV: 6.222


4.
DFT (ωB97M-V/def2-TZVPD) results for a molecular structure, C21H25AsIrO8S.

Geometry as XYZ:
```
57
Properties=species:S:1:pos:R:3:lowdin_charge:R:1
O -2.934 2.394 -0.604 0.00
H -0.698 -1.590 4.213 0.06
H 0.941 -3.909 0.201 0.10
C -0.218 -2.924 -1.314 -0.15
O -0.185 1.861 -1.281 -0.24
C -1.945 4.454 0.217 -0.06
C 1.593 -1.396 -2.147 -0.14
C 3.825 -1.166 -3.802 -0.03
O 0.932 -0.051 0.873 -0.06
H 2.500 -3.236 -1.486 0.12
H -2.426 0.559 5.716 0.06
H -2.106 2.291 5.457 0.06
H -1.947 -6.353 -1.779 0.12
H -2.641 -4.428 -3.167 0.12
H 1.258 3.947 0.307 0.15
C 1.281 -1.172 0.531 -0.45
C -1.248 -3.083 -2.252 -0.01
C 2.589 -2.388 -2.150 0.01
As -0.738 0.888 3.913 0.84
H 2.980 0.708 -4.421 0.12
H -0.179 -6.085 -0.098 0.11
C -0.463 -5.239 -0.708 -0.05
H -2.346 4.864 1.147 0.16
O -0.574 -0.610 -1.406 -0.03
H 4.688 -1.073 -4.448 0.12
H -1.740 5.293 -0.450 0.16
C 0.636 2.186 3.596 -0.22
H 0.685 -1.047 3.219 0.03
H 0.317 5.015 -0.733 0.15
C -3.017 3.597 -0.417 -0.47
H -0.269 0.190 -1.860 0.05
H 4.444 -3.048 -2.974 0.12
C 1.753 -0.274 -2.977 0.01
O -0.763 3.720 0.504 -0.24
C 0.078 -0.836 4.096 -0.19
C 0.403 -1.558 -1.295 -0.23
S -2.255 0.920 2.336 0.28
H 0.181 3.170 3.496 0.05
C 3.686 -2.277 -2.975 -0.03
C 2.861 -0.164 -3.792 -0.04
H 1.164 1.917 2.682 0.03
O -4.066 4.309 -0.735 0.21
Ir -1.084 1.283 0.418 1.39
H -4.754 3.742 -1.128 0.17
H 0.704 -0.806 4.988 0.07
H -1.539 -2.233 -2.853 0.12
C 0.376 4.004 -0.333 -0.05
C -1.471 -5.390 -1.652 -0.05
H 1.324 2.172 4.441 0.07
H 1.036 0.542 -2.989 0.10
C -1.862 -4.308 -2.427 -0.05
O 1.217 3.171 -2.413 0.18
H -0.931 1.292 6.359 0.06
C 0.515 2.983 -1.468 -0.52
C 0.167 -4.020 -0.541 -0.03
O 1.919 -2.116 0.821 0.19
C -1.652 1.305 5.542 -0.22
```

Results
Highest occupied orbital energy (alpha / beta) in eV: -13.3 / -13.5
Total charge: +2
LUMO energy (alpha / beta) in eV: -5.71 / -9.47
2S+1: 6
Gap between HOMO and LUMO (alpha / beta) in eV: 7.560 / 4.062


5.
DFT (ωB97M-V/def2-TZVPD) results for a molecular structure, C21H25B2N10ReS7.

Geometry as XYZ:
```
66
Properties=species:S:1:pos:R:3:lowdin_charge:R:1
C -2.831 -0.304 0.775 -0.63
H -1.408 -2.393 1.695 0.08
C 2.570 -3.478 -0.193 -0.04
H 1.266 -1.319 5.480 0.04
S -1.284 0.423 1.107 0.65
N 1.427 -1.623 0.064 -0.13
N -3.233 -1.467 1.310 -0.11
H -3.559 1.065 -1.990 0.07
H 2.571 -0.171 5.140 0.05
N 2.069 -1.154 -2.807 -0.01
H -4.179 3.686 0.812 0.13
N -0.068 -2.376 -2.438 -0.02
C 2.455 0.973 -2.803 -0.15
H -5.007 1.888 -0.892 0.08
C 2.762 -3.070 1.115 -0.02
C 2.183 4.081 3.771 -1.49
H 1.904 -1.234 2.058 0.04
N 1.738 0.016 -2.216 -0.15
C -4.548 -1.666 0.976 -0.02
H 0.154 5.476 -0.168 0.10
C 3.261 0.426 -3.791 -0.02
Re 0.296 0.064 -0.612 0.86
S 2.294 3.747 2.076 0.89
S 0.625 0.061 3.704 0.80
H -3.111 -2.993 -3.380 0.11
H 0.114 4.813 -1.816 0.10
H -5.091 -2.533 1.298 0.13
H -5.865 -0.358 -0.223 0.13
N -2.901 2.583 -0.490 -0.02
H 3.945 0.936 -4.439 0.11
H -2.357 -1.978 3.144 0.10
C 0.074 4.566 -0.757 -0.02
S 1.688 1.520 0.429 0.57
C 2.035 -1.897 1.223 -0.13
S -0.701 1.764 -1.991 0.68
C 1.631 2.111 2.081 -1.00
C -1.658 2.783 -0.938 -0.67
C 1.496 -0.279 5.253 -0.39
H 2.342 1.995 -2.484 0.10
C -2.036 -1.573 -2.072 -0.11
C -0.918 -3.118 -3.145 -0.04
B -3.887 1.466 -0.913 -0.41
C -2.168 4.482 0.370 -0.01
N -0.744 -1.416 -1.759 -0.12
H 1.877 -3.401 -2.914 0.13
N 1.770 -2.605 -0.805 -0.01
C 2.984 -0.928 -3.753 -0.04
N -1.201 3.942 -0.441 -0.10
C 1.276 1.638 3.300 -0.94
H -2.858 -3.339 2.108 0.10
H 2.954 -4.322 -0.735 0.13
H 3.378 -1.745 -4.329 0.13
C -3.221 3.629 0.334 -0.03
B 1.449 -2.470 -2.307 -0.50
N -3.849 0.251 0.115 0.00
H -2.768 -0.887 -1.698 0.08
C -2.198 -2.636 -2.945 -0.01
S 2.630 5.472 4.475 0.62
H -0.551 -3.935 -3.738 0.13
H -2.022 5.419 0.873 0.13
C -4.924 -0.592 0.236 -0.04
H 1.136 0.336 6.074 0.03
H 0.889 3.893 -0.503 0.02
H 3.353 -3.552 1.869 0.11
C -2.410 -2.348 2.121 -0.01
S 1.514 2.729 4.642 0.94
```

Results
Highest occupied orbital energy (alpha / beta) in eV: -10.1 / -10.2
Total charge: +1
LUMO energy (alpha / beta) in eV: -4.77 / -4.26
2S+1: 2
Gap between HOMO and LUMO (alpha / beta) in eV: 5.371 / 5.920


6.
DFT (ωB97M-V/def2-TZVPD) results for a molecular structure, C21H25ClN2PPrS.

Geometry as XYZ:
```
52
Properties=species:S:1:pos:R:3:lowdin_charge:R:1
C -0.203 1.699 -2.518 -0.36
H 2.999 0.002 -6.076 0.12
H -3.047 -1.318 3.892 0.12
C -1.352 -0.898 -3.049 -0.39
H 2.468 -1.434 -1.323 0.08
C -1.968 -1.504 3.899 -0.02
H 1.653 -3.065 4.307 0.12
H 4.951 -0.956 -4.850 0.12
H -0.117 -1.812 -4.579 0.10
H 0.604 -5.825 -5.333 0.00
C -1.380 3.558 -3.554 -0.05
H 0.393 -1.825 4.646 0.08
C 3.845 -1.249 -3.002 -0.06
S -0.504 -3.325 0.594 0.83
C 2.909 -0.293 -5.030 -0.04
H -2.826 -0.191 -1.611 0.10
H -4.357 -2.505 -4.929 0.12
C -3.519 -2.058 -4.394 -0.04
C 1.546 -0.485 -3.035 -0.38
H -1.853 1.481 -3.909 0.11
H -1.470 -0.581 4.211 0.08
N -1.548 -1.802 2.509 -0.15
H 1.423 2.237 -1.206 0.10
C -3.735 -1.345 -3.205 -0.06
C -2.220 -2.207 -4.895 -0.04
N 0.811 -2.137 2.586 -0.10
Cl 0.224 1.231 2.607 0.08
H 0.851 0.370 -4.904 0.12
H 2.018 -1.336 4.112 0.11
C -2.660 -0.764 -2.531 -0.12
H -2.335 -2.088 1.899 0.14
C 2.617 -1.099 -2.354 -0.10
H 1.535 -2.609 2.017 0.14
H -2.169 3.910 -4.222 0.12
H -2.037 -2.748 -5.822 0.12
C -1.132 -1.661 -4.206 -0.07
P 0.012 -0.091 -2.154 0.97
H -0.708 5.528 -3.006 0.12
H -0.145 -5.866 -5.371 0.00
C 0.473 3.986 -2.049 -0.05
C -0.551 4.459 -2.877 -0.05
C 1.237 -2.094 4.009 0.00
H 4.698 -1.674 -2.470 0.12
H -1.752 -2.347 4.570 0.12
C 0.642 2.615 -1.864 -0.10
H -4.748 -1.238 -2.811 0.12
C -0.440 -2.599 2.153 -0.81
C -1.203 2.178 -3.378 -0.07
H 1.135 4.691 -1.552 0.12
Pr -0.252 -0.531 0.769 0.72
C 3.994 -0.846 -4.338 -0.04
C 1.690 -0.094 -4.374 -0.09
```

Results
Highest occupied orbital energy (alpha / beta) in eV: -14.2 / -14.2
Total charge: +2
LUMO energy (alpha / beta) in eV: -8.70 / -8.68
2S+1: 3
Gap between HOMO and LUMO (alpha / beta) in eV: 5.455 / 5.477


Calculated strongest force on any atom in order - 0.59; 2.48; 1.81; 1.09; 1.25; 2.95 eV Å⁻¹